Record 1
Below is C4H2DyO as an isolated structure in a non-equilibrium geometry, with properties calculated with the ωB97M-V functional and the def2-TZVPD basis.

Computed properties:
* energy relative to the best compared isomer or geometry (same formula, charge and spin): 0.00 kJ/mol
* ⟨S²⟩: 12.016
* net charge: +2
* E_HOMO (spin up / spin down): -0.5832 / -0.5833 Eh
* spin multiplicity: 7

Each line ends with the Mulliken spin population.
Positions of all 8 atoms, in Å:
C: -0.58 -2.26 -1.46  0.0016
C: -0.22 -1.08 -1.27  -0.0016
C: -0.15 -0.06 -0.44  0.0294
C: -0.08 0.98 0.42  -0.0651
O: 0.98 1.56 0.78  -0.0795
Dy: 1.88 2.87 2.82  6.1318
H: -0.75 -3.31 -1.63  0.0003
H: -1.08 1.31 0.78  -0.0170

Record 2
Below is a 2-piece molecular cluster, C4H2F2NO2 overall in a non-equilibrium geometry, with properties calculated with the ωB97M-V functional and the def2-TZVPD basis.

Computed properties:
* energy relative to the best compared isomer or geometry (same formula, charge and spin): 0.00 kJ/mol
* net charge: -1
* E_HOMO (spin up / spin down): -0.1877 / -0.1270 Eh
* spin multiplicity: 1

Each line ends with the natural charge from an NBO analysis.
Positions of all 11 atoms, in Å:
C: -1.67 1.27 -0.42  0.1820
C: 3.40 -0.64 -0.42  0.7006
C: -0.89 0.22 -0.07  -0.3541
C: 3.04 0.90 -0.03  0.4925
N: -2.37 2.15 -0.73  -0.3164
O: 4.61 -0.69 -0.26  -0.7118
O: 2.51 -1.39 -0.73  -0.7189
F: 3.87 1.83 -0.52  -0.3659
F: 3.02 1.09 1.31  -0.3742
H: -0.33 0.26 0.85  0.2311
H: -0.72 -0.60 -0.73  0.2352

Record 3
Below is a single C4H2F2O molecule in a non-equilibrium geometry, with properties calculated with the ωB97M-V functional and the def2-TZVPD basis.

Computed properties:
* energy relative to the best compared isomer or geometry (same formula, charge and spin): 288.16 kJ/mol
* net charge: 0
* E_HOMO (spin up / spin down): -0.3641 / -0.3641 Eh
* spin multiplicity: 1

Each line ends with the natural charge from an NBO analysis.
Positions of all 9 atoms, in Å:
C: 0.21 0.16 1.12  -0.3658
C: -0.97 0.48 0.62  -0.1771
C: 0.70 -0.69 0.05  0.4180
C: 0.02 -0.13 -1.17  0.7556
O: 1.30 -1.72 0.07  -0.4915
F: 0.32 1.09 -1.61  -0.2983
F: -0.57 -0.85 -2.12  -0.2835
H: 0.73 0.55 2.02  0.2331
H: -1.75 1.11 1.02  0.2096

Record 4
Below is a single C4H2F2O molecule in a non-equilibrium geometry, with properties calculated with the ωB97M-V functional and the def2-TZVPD basis.

Computed properties:
* energy relative to the best compared isomer or geometry (same formula, charge and spin): 294.14 kJ/mol
* net charge: 0
* E_HOMO: -0.3704 Eh
* spin multiplicity: 1

Each line ends with the natural charge from an NBO analysis.
Positions of all 9 atoms, in Å:
O: -2.94 -0.74 -0.14  -0.4662
C: -1.76 -0.63 0.23  0.4221
C: -0.66 0.54 0.41  -0.1219
C: 0.55 1.01 0.51  -0.1902
C: -0.42 1.67 1.43  0.6555
F: -0.76 2.90 1.29  -0.3080
F: -0.29 1.52 2.74  -0.3306
H: -1.28 -1.51 0.50  0.1280
H: 1.42 1.11 0.08  0.2112

Record 5
Below is a single C4H2F2O molecule in a non-equilibrium geometry, with properties calculated with the ωB97M-V functional and the def2-TZVPD basis.

Computed properties:
* energy relative to the best compared isomer or geometry (same formula, charge and spin): 169.12 kJ/mol
* net charge: 0
* E_HOMO: -0.3364 Eh
* spin multiplicity: 1

Each line ends with the natural charge from an NBO analysis.
Positions of all 9 atoms, in Å:
F: 2.28 -0.18 0.26  -0.2837
C: 0.96 -0.21 0.07  0.2458
C: 0.01 -1.00 0.69  0.0114
O: -1.25 -0.61 0.29  -0.3963
C: -1.12 0.59 -0.33  0.0158
C: 0.26 0.74 -0.64  0.2465
F: 1.03 1.75 -1.18  -0.3069
H: 0.03 -2.15 1.11  0.2224
H: -2.20 1.07 -0.26  0.2448

Record 6
Below is a single C4H2F2O molecule in a non-equilibrium geometry, with properties calculated with the ωB97M-V functional and the def2-TZVPD basis.

Computed properties:
* energy relative to the best compared isomer or geometry (same formula, charge and spin): 62.39 kJ/mol
* net charge: 0
* E_HOMO: -0.3858 Eh
* spin multiplicity: 1

Each line ends with the natural charge from an NBO analysis.
Positions of all 9 atoms, in Å:
O: -2.15 -1.07 2.05  -0.4708
C: -1.21 -0.54 1.54  0.4991
C: -0.65 -0.39 0.12  -0.2485
C: 0.36 0.42 0.54  -0.1727
C: -0.06 0.38 2.01  0.5732
F: -0.30 1.66 2.46  -0.3293
F: 0.82 -0.17 2.89  -0.3194
H: -1.01 -0.84 -0.85  0.2409
H: 1.08 0.88 -0.04  0.2275

Record 7
Below is C4H2F6IO4S as an isolated structure in a non-equilibrium geometry, with properties calculated with the ωB97M-V functional and the def2-TZVPD basis.

Computed properties:
* net charge: -1
* E_HOMO: -0.1496 Eh
* spin multiplicity: 1

Each line ends with the natural charge from an NBO analysis.
Positions of all 18 atoms, in Å:
O: -1.25 -1.43 -2.26  -0.9131
S: 0.10 -1.25 -1.85  2.5342
O: 1.09 -1.88 -2.65  -0.8899
O: 0.26 0.34 -1.59  -0.6482
C: -0.32 0.53 -0.28  -0.1765
C: 0.21 1.88 0.19  0.9583
F: 1.57 1.97 0.11  -0.3399
F: -0.24 2.82 -0.69  -0.3271
F: -0.24 2.26 1.38  -0.3134
C: -0.20 -0.70 0.64  -0.0146
C: 0.95 -0.79 1.66  0.9591
F: 2.14 -0.80 1.08  -0.3068
F: 0.92 0.14 2.61  -0.3133
F: 0.84 -1.99 2.31  -0.3388
O: 0.19 -1.76 -0.30  -0.6883
H: -1.58 0.73 -0.36  0.2054
H: -1.21 -1.04 0.95  0.2494
I: -3.24 0.97 -0.95  -0.6364

Record 8
Below is C4H2FLiO4Tl as an isolated structure in a non-equilibrium geometry, with properties calculated with the ωB97M-V functional and the def2-TZVPD basis.

Computed properties:
* net charge: +1
* E_HOMO (spin up / spin down): -0.3953 / -0.4151 Eh
* spin multiplicity: 1

Each line ends with the natural charge from an NBO analysis.
Positions of all 13 atoms, in Å:
O: 2.23 0.81 -1.23  -0.7282
C: 1.33 0.01 -1.28  1.0058
O: 1.30 -1.09 -0.71  -0.5221
O: 0.36 0.66 1.99  -0.4657
C: 0.63 1.58 1.25  0.4338
C: -0.30 -1.01 0.55  -0.4264
O: -0.26 0.82 -0.57  -0.7439
C: -1.30 -0.22 -0.31  0.4814
Li: 2.73 1.84 0.36  0.9571
H: -0.69 -1.26 1.55  0.2339
H: -0.27 -2.09 0.35  0.2163
F: -2.27 -1.28 -0.36  -0.3761
Tl: -3.50 1.22 -1.57  0.9341

Q: What is the spin multiplicity in the third record?
A: 1